# 1
Formula: C6H10N8S2
Source: OMol25
Level of theory: ωB97M-V/def2-TZVPD

Summary:
* energy: -1468.831975 Ha
* LUMO: 0.168 eV
* net charge: 0
* frontier orbital gap: 9.054 eV

```
26
Properties=species:S:1:pos:R:3:lowdin_charge:R:1
N -0.333 1.489 -0.203 -0.19
H 0.542 -0.448 -1.510 0.10
C 3.414 2.262 0.596 -0.44
S 2.136 2.307 -0.634 0.91
C 0.479 -2.141 2.162 -0.41
S 0.685 -1.775 0.383 0.83
H 3.253 1.224 1.230 0.09
C -0.823 1.340 -1.484 -0.16
C 0.958 1.634 0.375 -0.63
N -1.392 -1.052 -1.214 -0.20
H 1.702 -1.887 2.332 0.09
N -2.540 -1.386 -1.583 0.02
N -3.052 -2.218 -0.702 0.04
N -0.447 0.822 1.841 -0.02
H 3.349 3.054 1.398 0.06
H -0.524 2.141 -2.325 0.17
H -1.846 1.457 -1.195 0.11
C -1.006 -1.800 -0.200 -0.69
N 0.862 1.115 1.657 0.01
H -0.520 -0.086 -3.104 0.14
N -2.025 -2.382 0.274 0.06
N -1.103 1.026 0.723 0.02
H 0.225 -3.377 2.226 0.10
H -0.440 -1.510 2.395 0.02
H 4.478 2.129 0.159 0.07
C -0.547 -0.146 -1.970 -0.09
```

***

# 2
Formula: CH2NO4
Source: OMol25
Level of theory: ωB97M-V/def2-TZVPD

Summary:
* energy: -394.844899 Ha
* LUMO (spin up / spin down): 3.799 / 3.710 eV
* multiplicity: 3
* net charge: -1
* frontier orbital gap (spin up / spin down): 4.674 / 6.216 eV

```
8
Properties=species:S:1:pos:R:3:lowdin_charge:R:1
O 0.921 -0.021 0.770 -0.28
H 0.755 0.394 -1.228 -0.09
C -2.292 0.171 0.232 -0.53
O 1.327 0.842 -0.646 -0.26
O -2.455 -0.474 -0.720 0.13
N -0.153 -0.585 0.763 -0.18
H -0.168 -1.556 0.248 0.05
O -2.409 0.928 1.103 0.15
```

***

# 3
Formula: C15H28KN7O4SSbSe4
Source: OMol25
Level of theory: ωB97M-V/def2-TZVPD

Summary:
* energy: -12116.893394 Ha
* LUMO: 1.639 eV
* net charge: -1
* frontier orbital gap: 6.415 eV

```
61
Properties=species:S:1:pos:R:3:lowdin_charge:R:1
C -0.646 -2.687 -2.744 -0.19
H -2.391 -2.118 1.288 0.08
N -3.155 1.595 0.970 -0.09
H 2.212 4.113 4.321 0.11
Sb 4.385 2.414 -1.821 -0.11
C 0.341 -0.010 3.100 -0.66
H 1.532 5.456 -0.039 0.14
H -5.730 1.119 -0.771 0.07
C 1.820 2.872 1.188 -0.20
K -0.342 -0.595 0.013 0.70
C -3.848 1.426 -0.170 -0.96
N -5.141 0.997 0.034 0.05
H 1.066 0.928 0.643 0.04
H -1.716 -2.585 -2.936 0.11
H 1.866 -1.581 1.572 0.08
H 0.836 -4.532 -1.194 0.12
O 2.561 4.944 1.683 0.03
H -0.298 -3.574 -3.300 0.13
H -1.395 -0.040 -2.899 0.02
C -2.848 -2.886 -0.564 -0.25
H 1.588 -3.001 -1.674 0.12
C -1.537 -3.651 -0.729 -0.20
H 2.753 -1.731 0.209 0.06
N -2.695 -1.783 0.378 -0.03
H 1.261 1.862 4.825 0.11
Se 3.950 4.188 -3.404 -0.18
Se 2.853 0.413 -1.975 -0.01
C 1.064 1.292 2.784 -0.13
C 1.419 2.165 3.798 -0.03
N -0.457 -2.859 -1.306 -0.24
C 1.951 3.426 3.528 0.01
C 0.041 -1.447 -3.306 -0.28
N -0.435 -0.243 -2.636 -0.06
H -5.578 1.193 0.923 0.09
C 2.380 4.837 0.278 -0.16
H -3.594 1.285 1.826 0.14
O 0.670 -0.650 4.100 0.01
O 2.097 3.467 -0.023 -0.09
H 1.121 -1.511 -3.161 0.05
H 0.527 -3.357 1.143 0.11
C 1.338 -3.197 0.429 -0.25
C 2.119 3.765 2.209 -0.22
H -3.610 -3.619 -0.260 0.11
S -3.267 1.634 -1.705 0.61
C 1.298 1.628 1.441 0.03
H -3.174 -2.466 -1.517 0.10
H -0.132 -1.445 -4.391 0.11
H 2.108 -3.948 0.646 0.11
H -1.590 2.631 1.565 0.10
H -3.579 -1.304 0.498 0.06
H -1.310 1.018 1.462 0.00
O -0.575 -0.322 2.265 -0.24
H -1.730 -4.555 -1.332 0.13
N 1.818 -1.828 0.587 -0.05
H -1.231 -3.981 0.266 0.11
N -1.780 1.816 0.994 0.03
H 0.115 0.555 -2.942 0.04
C 0.850 -3.444 -1.003 -0.19
Se 4.923 0.207 -3.148 -0.07
Se 5.644 2.553 0.229 -0.13
H 3.282 5.153 -0.242 0.10
```

***

# 4
Formula: C9H18OSi
Source: OMol25
Level of theory: ωB97M-V/def2-TZVPD

Summary:
* energy: -718.355564 Ha
* LUMO: 0.805 eV
* net charge: 0
* frontier orbital gap: 9.920 eV

```
29
Properties=species:S:1:pos:R:3:lowdin_charge:R:1
H -1.285 -1.348 1.612 0.02
H 0.746 -0.829 2.427 0.04
H 0.392 -1.129 -2.361 0.01
H 2.258 -2.763 -1.955 0.07
H -1.805 2.012 0.616 0.04
H -2.755 -1.896 0.843 0.07
C 0.856 -1.202 -1.452 -0.15
H 1.929 3.230 -1.060 0.10
C 1.952 2.083 -1.068 -0.15
H -3.212 1.103 1.143 0.08
C -1.603 -0.039 0.090 -0.51
H 3.226 -0.413 2.743 0.09
H -2.427 -0.644 -1.942 0.08
C -2.453 0.263 -1.306 -0.04
H -3.451 0.441 -1.051 0.04
H 2.041 -2.179 -0.181 -0.02
H 2.036 1.455 -2.000 0.10
C 1.331 -0.368 1.642 -0.19
C 2.631 -0.021 1.839 -0.04
H -1.323 -2.137 0.028 0.07
H -1.734 0.975 1.964 0.06
H 3.028 0.818 1.280 0.02
O 0.683 1.719 -0.550 -0.31
C -2.149 1.123 0.999 -0.11
H -2.007 1.193 -1.659 0.07
H 2.763 1.952 -0.278 0.07
C 1.802 -2.110 -1.169 -0.07
Si 0.335 0.171 0.077 0.69
C -1.803 -1.462 0.729 -0.09
```

***

Relative energy (zero: lowest compared OMol25 entry of this formula, charge and spin)
In order: 384.6 0.0 65.4 246.3
Unit: kJ/mol